C37H47Br69INO4PS | ωB97M-V/def2-TZVPD

Its frontier orbital gap is 7.1 eV. The value obtained for the highest occupied orbital energy is -10.75 eV. As for the charge: +1.

Each line ends with the Mulliken charge.
Positions of all 161 atoms, in Å:
C -0.2221 -1.3726 -0.6488  -0.759
O 0.3887 -0.1051 -0.6991  -0.004
C -0.2862 0.8157 0.1198  -1.985
C -1.5395 1.3612 -0.5014  1.578
C -1.4246 2.3257 -1.4993  0.395
C -0.0945 2.8335 -1.9691  -1.324
C 0.2714 4.0631 -1.0931  0.613
C 1.5555 3.8671 -0.2853  -0.894
I 1.2891 4.6290 1.7140  0.091
C -2.5691 2.8565 -2.0492  -0.848
N -3.7901 2.4889 -1.6498  0.680
C -4.9662 3.0972 -2.3125  0.000
C -6.2068 3.2096 -1.4472  -1.358
C -7.0337 1.9382 -1.1864  -0.356
S -6.7666 0.6588 -2.4360  -0.145
C -3.9109 1.5793 -0.6897  -0.359
C -2.8211 0.9814 -0.0944  0.637
C -3.0125 -0.0483 0.9999  -0.685
P -4.6941 -0.6674 1.3351  0.977
O -4.6263 -1.7617 2.2980  -0.382
O -5.5523 0.5591 1.8955  -0.593
O -5.3688 -1.0806 -0.0309  -0.220
H -1.2510 -1.2979 -1.0066  0.221
H 0.3095 -2.0844 -1.2546  -0.043
H -0.2679 -1.7124 0.3818  0.422
H 0.4031 1.6271 0.2848  -0.147
H -0.4804 0.3609 1.0882  0.914
H 0.6546 2.0672 -1.8702  0.603
H -0.1870 3.1525 -2.9997  0.478
H 0.3703 4.9598 -1.6821  -0.653
H -0.5386 4.2326 -0.3971  0.094
H 2.3730 4.4318 -0.7053  0.418
H 1.8276 2.8373 -0.1302  0.373
H -2.4998 3.6007 -2.8206  0.730
H -4.6684 4.1033 -2.5755  0.692
H -5.1346 2.5938 -3.2562  -0.514
H -5.9491 3.6910 -0.5115  0.419
H -6.8419 3.9191 -1.9624  0.427
H -6.8000 1.5455 -0.2046  0.308
H -8.0794 2.2046 -1.1523  0.553
H -7.2132 -0.4018 -1.7547  0.188
H -4.8969 1.2983 -0.3819  -0.035
H -2.4087 -0.9302 0.8485  -0.833
H -2.6818 0.3928 1.9380  0.541
H -4.9670 1.0941 2.4454  0.329
H -4.7192 -1.2567 -0.7218  0.383
C -1.9215 6.4473 2.9132  -0.470
Br -0.9736 5.8490 4.4703  0.114
Br -0.8530 7.6001 1.8053  0.018
Br -2.6289 4.9540 1.9097  0.155
H -2.7699 7.0224 3.2540  0.163
C -5.3705 -2.0974 5.4963  0.480
Br -7.0123 -1.5121 6.3100  -0.054
Br -3.9254 -0.8671 5.8350  -0.057
Br -4.9219 -3.8902 6.0204  -0.020
H -5.5274 -2.1094 4.4251  -0.330
C 3.2663 -1.0456 1.6858  -0.422
Br 2.4576 0.6187 2.2308  0.060
Br 3.6604 -1.0163 -0.1961  0.125
Br 4.8209 -1.4596 2.7305  0.013
H 2.5415 -1.8298 1.8513  0.260
C -7.6601 -5.8781 8.0692  -0.187
Br -9.1228 -6.5145 9.1397  -0.031
Br -6.0179 -5.8440 9.0694  -0.013
Br -7.4984 -6.8812 6.4310  -0.017
H -7.8851 -4.8581 7.7914  0.218
C -6.2478 2.1489 -5.1884  0.080
Br -4.3662 1.8970 -4.8332  0.123
Br -6.5655 3.7678 -6.1737  -0.025
Br -6.9981 0.6145 -6.0645  0.009
H -6.7455 2.2486 -4.2357  -0.216
C -1.9272 -4.1722 2.1206  -0.143
Br -0.2124 -5.0382 2.1881  -0.042
Br -2.3796 -3.6249 0.3240  -0.043
Br -3.3205 -5.2176 2.9023  -0.006
H -1.8552 -3.2641 2.7018  0.291
C -0.7893 -0.1059 -6.2407  -0.335
Br -1.7161 0.6130 -7.7576  -0.003
Br 1.0874 -0.3226 -6.5832  -0.007
Br -1.0753 0.9615 -4.6528  0.021
H -1.2009 -1.0858 -6.0413  0.350
C -7.2982 -4.4007 1.3559  0.340
Br -5.7550 -5.0303 0.4086  -0.035
Br -8.9345 -4.7555 0.4099  -0.062
Br -7.3586 -5.0461 3.1666  0.020
H -7.2008 -3.3250 1.4134  -0.334
C 0.2676 -3.1860 -9.4210  0.024
Br -1.5531 -3.3925 -8.8304  -0.012
Br 1.1170 -4.8890 -9.7052  -0.008
Br 0.3950 -2.0607 -10.9715  -0.021
H 0.8055 -2.6962 -8.6208  0.016
C 1.2021 2.9106 6.1763  -0.464
Br 2.5841 3.9328 5.3196  -0.028
Br 0.1090 4.0223 7.2836  -0.030
Br 0.1161 1.9586 4.8943  0.108
H 1.6825 2.1687 6.7985  0.438
C 2.2720 -4.1552 -4.7265  -0.333
Br 3.7567 -3.1555 -5.4212  -0.093
Br 1.1921 -3.0847 -3.5409  0.145
Br 1.1776 -4.8654 -6.1308  0.051
H 2.6777 -4.9823 -4.1619  0.423
C 7.9280 -3.9012 4.2118  -0.329
Br 9.0388 -3.4596 2.7059  0.095
Br 8.7682 -5.1714 5.3828  -0.039
Br 7.3723 -2.3195 5.1597  -0.057
H 7.0367 -4.3684 3.8198  0.319
C 12.5261 -1.7039 0.5006  -0.446
Br 13.8745 -0.4272 0.0041  0.007
Br 12.8236 -2.3983 2.2727  -0.022
Br 10.7573 -0.9700 0.3061  0.097
H 12.6055 -2.5381 -0.1805  0.409
C 1.7449 7.5318 -3.5846  -0.403
Br 3.3898 6.9160 -4.3522  0.024
Br 0.2930 6.3675 -4.0845  -0.018
Br 1.8756 7.6901 -1.6709  0.001
H 1.5291 8.5139 -3.9788  0.374
C 0.8864 2.3125 11.4151  -0.314
Br 2.3012 3.2845 10.5433  -0.028
Br -0.2541 3.4759 12.4320  0.000
Br -0.1204 1.2552 10.1605  -0.013
H 1.3507 1.6279 12.1089  0.341
C -1.6317 -7.7286 -1.5995  -0.444
Br -0.6898 -9.1070 -0.6543  -0.007
Br -2.9398 -6.8582 -0.4937  0.077
Br -0.4340 -6.3981 -2.3374  -0.045
H -2.1500 -8.1980 -2.4224  0.358
C -10.7306 -1.6859 1.8656  -0.086
Br -9.0556 -0.7398 1.7314  0.089
Br -11.1759 -2.0600 3.6944  0.001
Br -12.1413 -0.7495 0.9569  -0.031
H -10.5959 -2.6341 1.3662  0.025
C 0.6322 -6.2447 -13.4229  -0.029
Br -1.2018 -6.4708 -12.8911  0.001
Br 1.5107 -7.9358 -13.6794  -0.008
Br 0.7868 -5.1180 -14.9732  -0.006
H 1.1371 -5.7411 -12.6114  0.000
C 12.5815 1.2492 3.4709  0.558
Br 14.0404 2.4603 3.1561  -0.006
Br 12.5739 0.5994 5.2787  0.004
Br 10.8907 2.0253 2.9829  -0.022
H 12.7358 0.3950 2.8293  -0.543
C 5.9259 3.2886 -4.1631  -0.445
Br 4.9856 3.6047 -2.5116  0.048
Br 6.8903 4.8511 -4.7415  -0.045
Br 7.0717 1.7498 -4.0389  0.100
H 5.1834 3.0741 -4.9171  0.418
C 17.2679 1.0022 1.7940  -0.026
Br 18.0113 -0.0023 0.3308  -0.028
Br 16.9832 -0.0847 3.3486  0.029
Br 18.3105 2.5678 2.1908  -0.019
H 16.2917 1.3431 1.4786  0.003
C -5.2277 5.0336 6.0677  -0.314
Br -6.2890 5.1175 7.6650  -0.018
Br -4.9232 6.7909 5.3343  -0.032
Br -3.5782 4.0887 6.3563  0.073
H -5.7933 4.4779 5.3350  0.308
C 6.8955 -0.3599 -3.1181  -0.225
Br 8.0943 -0.6613 -4.5882  -0.107
Br 5.0793 -0.8066 -3.5873  0.133
Br 7.4634 -1.2839 -1.5295  -0.048
H 6.9147 0.6977 -2.8992  0.183


C44H101FN3O16S11 | ωB97M-V/def2-TZVPD

Its frontier orbital gap is 7.7 eV. The value obtained for the highest occupied orbital energy is -9.68 eV. The relative energy (zero: lowest compared OMol25 entry of this formula, charge and spin) is 0.0 kJ/mol. As for the charge: +1.

Each line ends with the Mulliken charge.
Positions of all 176 atoms, in Å:
C 1.1196 1.6370 2.7398  -0.310
O 0.4955 0.6715 1.8752  -0.397
C 0.7604 0.8005 0.4970  0.179
C -0.6066 0.5878 -0.1868  -0.196
N -0.5833 -0.5094 -1.2329  0.353
C -0.8026 -0.0240 -2.6267  0.132
C -0.6467 -1.1507 -3.6415  -0.657
C 0.7963 -1.5029 -4.0088  -0.451
O 0.9999 -2.2476 -4.9325  -0.549
C 1.9414 -0.9384 -3.2213  0.364
C 2.4186 0.3029 -3.6074  -0.203
C 3.4703 0.8908 -2.9409  -0.896
C 4.0440 0.2258 -1.8687  -0.341
C 3.5744 -1.0108 -1.4839  -0.948
C 2.5129 -1.6064 -2.1478  -0.124
C -2.1818 0.6668 -2.6897  -0.601
C -2.1762 1.5454 -3.9730  -1.119
C -3.3533 2.4809 -4.0776  -0.746
F -4.4929 1.7672 -4.4527  -0.273
N -2.4661 1.4916 -1.5169  1.285
C -3.5262 0.9650 -0.6482  -0.700
C -4.7640 1.8574 -0.7339  -0.183
O -5.8549 1.2476 -0.0379  -0.371
C -5.7512 1.3756 1.3122  0.160
O -5.6037 0.4354 2.0333  -0.447
C -1.2421 1.8482 -0.7865  -0.693
C -1.4607 2.9361 0.2597  -0.073
C -1.3919 4.2941 -0.4760  0.705
O -2.0294 5.3362 0.2431  -0.663
C 0.0443 4.6822 -0.7878  -0.851
N 0.4189 4.3169 -2.1622  -0.095
H 1.7724 2.3216 2.2090  0.205
H 1.7342 1.0875 3.4558  0.243
H 0.3488 2.1379 3.3236  0.055
H 1.4448 -0.0015 0.1935  0.145
H 1.1604 1.7750 0.2123  -0.202
H -1.2363 0.2107 0.6165  0.069
H -1.3581 -1.1451 -1.0277  0.722
H 0.2641 -1.0838 -1.1561  0.531
H -0.0593 0.7417 -2.8380  -0.086
H -1.1416 -0.9019 -4.5736  0.320
H -1.0573 -2.0794 -3.2318  0.433
H 1.9612 0.8246 -4.4419  0.530
H 3.8318 1.8662 -3.2319  0.403
H 4.8579 0.6933 -1.3335  0.846
H 4.0307 -1.5077 -0.6375  0.604
H 2.1302 -2.5820 -1.8666  0.638
H -2.9616 -0.0815 -2.8471  0.571
H -2.1699 0.9010 -4.8506  0.587
H -1.2596 2.1439 -3.9987  0.449
H -3.1489 3.2123 -4.8629  0.481
H -3.5364 3.0350 -3.1603  0.104
H -3.8560 -0.0383 -0.9267  0.433
H -3.2179 0.9233 0.3966  0.205
H -5.0773 1.9611 -1.7695  0.007
H -4.5435 2.8564 -0.3425  0.212
H -5.8375 2.3901 1.7290  0.404
H -0.5447 2.2835 -1.5081  -0.366
H -0.6353 2.9087 0.9691  0.091
H -2.3875 2.8339 0.8258  0.433
H -1.8970 4.1489 -1.4448  -0.353
H -2.8900 5.0083 0.5289  0.454
H 0.7773 4.2346 -0.1169  0.015
H 0.1299 5.7666 -0.6528  0.508
H 1.2656 4.7778 -2.4637  0.085
H -0.3282 4.4892 -2.8202  0.177
C 7.8698 -1.6431 -0.9464  -1.024
S 7.4744 -0.6277 0.4782  0.471
O 6.3954 0.3189 0.0468  -0.551
C 9.0120 0.2952 0.4852  -1.078
H 7.0112 -2.2789 -1.1527  0.313
H 8.0733 -1.0046 -1.8065  0.320
H 8.7353 -2.2614 -0.7112  0.414
H 9.1383 0.8038 -0.4710  0.408
H 9.8351 -0.3941 0.6701  0.409
H 8.9599 1.0271 1.2888  0.275
C -0.5640 -0.9116 4.9383  -0.288
S -1.5722 -2.2684 5.5409  0.520
O -1.1296 -3.4975 4.8321  -0.656
C -3.0984 -1.7255 4.7576  -0.419
H 0.4566 -1.0666 5.2813  0.425
H -0.5847 -0.8940 3.8472  -0.083
H -0.9408 0.0297 5.3381  -0.035
H -2.9515 -1.6573 3.6787  0.175
H -3.3917 -0.7594 5.1691  0.218
H -3.8683 -2.4607 4.9792  0.119
C 2.0950 -6.6135 -3.3804  -0.837
S 0.7042 -5.5289 -3.0785  0.775
O 0.1787 -5.8177 -1.7148  -0.726
C -0.3945 -6.3115 -4.2604  -0.993
H 2.9025 -6.3317 -2.7068  0.354
H 1.8042 -7.6467 -3.1947  0.376
H 2.3994 -6.4768 -4.4174  0.070
H -0.5189 -7.3607 -3.9946  0.396
H 0.0311 -6.2212 -5.2606  0.264
H -1.3549 -5.8012 -4.2123  0.321
C -7.8354 -4.6690 6.2304  -0.953
S -6.6972 -5.4420 7.3840  0.433
O -7.1777 -5.0940 8.7500  -0.658
C -5.3028 -4.3658 7.0242  -1.082
H -8.7970 -5.1686 6.3260  0.338
H -7.9401 -3.6126 6.4777  0.298
H -7.4572 -4.7921 5.2156  0.357
H -5.5744 -3.3248 7.2084  0.352
H -5.0127 -4.5107 5.9825  0.432
H -4.4731 -4.6439 7.6715  0.410
C -7.4747 1.2748 -4.8688  -0.943
S -7.8541 1.8735 -6.5207  0.515
O -9.0191 2.7832 -6.3940  -0.624
C -8.4734 0.3065 -7.1488  -0.905
H -7.1101 2.1175 -4.2872  0.218
H -8.3770 0.8711 -4.4088  0.490
H -6.6999 0.5114 -4.9282  0.303
H -9.3082 -0.0280 -6.5333  0.290
H -7.6701 -0.4305 -7.1407  0.326
H -8.8107 0.4688 -8.1701  0.330
C 4.3409 5.0150 -0.9440  -1.177
S 3.8584 3.4395 -0.2328  1.016
O 2.6300 3.6742 0.5887  -0.806
C 5.2316 3.3085 0.9110  -1.438
H 3.5843 5.3070 -1.6710  0.200
H 4.4118 5.7651 -0.1562  0.411
H 5.2997 4.8956 -1.4478  0.422
H 5.2354 4.1759 1.5717  0.527
H 6.1600 3.2443 0.3454  0.417
H 5.1005 2.3956 1.4878  0.343
C 2.7183 -6.3811 -9.1264  -0.963
S 2.9724 -6.2630 -7.3534  0.417
O 1.8156 -6.9389 -6.7008  -0.588
C 2.6653 -4.4953 -7.2343  -0.834
H 2.8214 -7.4263 -9.4092  0.351
H 1.7178 -6.0276 -9.3745  0.307
H 3.4745 -5.7864 -9.6384  0.374
H 1.6688 -4.2726 -7.6156  0.322
H 3.4233 -3.9591 -7.8052  0.493
H 2.7277 -4.2089 -6.1858  0.121
C 1.3247 5.2707 -6.6386  -0.976
S 2.5963 4.5355 -5.6071  0.583
O 2.3289 4.9854 -4.2107  -0.649
C 3.9529 5.5340 -6.2255  -1.091
H 0.3738 4.8115 -6.3764  0.220
H 1.2806 6.3435 -6.4532  0.346
H 1.5506 5.0710 -7.6857  0.420
H 3.7282 6.5887 -6.0691  0.334
H 4.0998 5.3252 -7.2849  0.403
H 4.8484 5.2602 -5.6719  0.312
C -3.8539 -1.8323 11.4880  -1.004
S -4.5137 -2.7471 10.0887  0.582
O -5.2620 -1.7701 9.2443  -0.635
C -5.7143 -3.6928 11.0192  -0.609
H -3.1004 -1.1409 11.1157  0.331
H -4.6594 -1.2780 11.9690  0.294
H -3.3969 -2.5304 12.1887  0.354
H -6.3930 -3.0121 11.5344  0.297
H -5.1904 -4.3254 11.7374  0.339
H -6.2645 -4.3132 10.3076  0.125
C -2.4466 4.4842 6.2614  -1.002
S -2.0816 2.7374 6.0662  0.488
O -0.6452 2.6315 5.6911  -0.594
C -3.0289 2.5158 4.5507  -0.659
H -1.9071 4.8394 7.1364  0.366
H -2.1140 5.0269 5.3764  0.289
H -3.5179 4.6141 6.4141  0.371
H -2.6531 3.2001 3.7877  0.167
H -4.0837 2.7041 4.7520  0.517
H -2.8997 1.4862 4.2206  0.053
C 10.4352 -2.6941 5.2528  -0.958
S 9.1004 -1.9157 4.3382  0.485
O 9.1917 -2.4006 2.9333  -0.579
C 9.7972 -0.2585 4.3690  -0.845
H 10.2191 -3.7583 5.3137  0.323
H 11.3774 -2.5374 4.7279  0.309
H 10.4794 -2.2710 6.2562  0.373
H 10.7848 -0.2684 3.9072  0.304
H 9.8608 0.0881 5.4002  0.412
H 9.1309 0.3929 3.8071  0.183


CH2OS2 | ωB97M-V/def2-TZVPD

Its frontier orbital gap is 9.7 eV. The value obtained for the highest occupied orbital energy is -10.16 eV. The relative energy (zero: lowest compared OMol25 entry of this formula, charge and spin) is 137.1 kJ/mol.

Each line ends with the Mulliken charge.
Positions of all 6 atoms, in Å:
C -0.0592 0.7845 0.0569  0.375
H -0.9265 -1.1855 0.3918  0.133
H 1.2128 -1.2775 -0.0617  0.078
O -0.0290 1.9546 -0.1137  -0.354
S -1.7980 -0.1339 -0.1428  -0.148
S 1.6000 -0.1423 -0.1305  -0.084